Record 1
# C7H11NO2S

C7H11NO2S in the gas phase at a distorted geometry (ωB97M-V/def2-TZVPD, the Open Molecules 2025 dataset).

Atoms and positions in Å:
C  0.0001  0.9169  1.8555
C  -0.5470  2.1177  1.9469
C  -0.0275  -1.3309  -1.1368
C  1.1670  -0.3413  -1.4222
C  -0.1396  -1.2624  0.3440
C  0.7873  0.8111  -0.5366
C  0.0480  0.1628  0.5843
N  -2.3243  0.9510  0.1648
O  -2.7077  3.2721  1.2309
O  -1.0741  2.9701  -0.4921
S  -1.7759  2.3824  0.6009
H  0.8327  0.5830  2.4896
H  -0.4405  2.7314  2.8460
H  -1.0328  -0.8681  -1.6176
H  0.1184  -2.2438  -1.5362
H  2.0687  -0.7078  -1.1248
H  1.2167  -0.0008  -2.4272
H  -1.0721  -1.5688  0.7675
H  0.6297  -1.8766  0.8141
H  1.3465  1.5733  -0.1918
H  -0.0477  1.3353  -1.0152
H  -2.8532  0.7262  0.9904

Forces on atoms 1 to 2 (eV/Å):
1.5912 -0.1891 -0.4136
-0.8636 -1.1069 0.0212

Computed properties:
highest occupied orbital energy (spin up / spin down)	-9.38 / -9.38	eV
frontier orbital gap (spin up / spin down)	8.0 / 8.0	eV
F_max	4.77	eV/A
spin multiplicity	1
LUMO level (spin up / spin down)	-1.41 / -1.41	eV


Record 2
# C2H4O2

C2H4O2 in the gas phase at a distorted geometry (ωB97M-V/def2-TZVPD, the Open Molecules 2025 dataset).

Atoms and positions in Å:
C  0.0316  -0.9090  0.3625
C  0.0319  0.4031  -0.4091
O  -0.1424  0.3904  -1.6370
O  0.0517  1.5074  0.3293
H  -1.0383  -1.0932  0.8027
H  0.7818  -0.9261  1.2021
H  0.2704  -1.6717  -0.3803
H  0.0133  2.2991  -0.2701

Forces on atoms 1 to 2 (eV/Å):
-0.6331 0.1926 1.1859
-1.4026 -1.2657 -2.5573

Computed properties:
highest occupied orbital energy	-10.47	eV
structure (SMILES)	CC(=O)O
frontier orbital gap	11.2	eV
F_max	3.18	eV/A
spin multiplicity	1
LUMO level	0.71	eV


Here are the calculated energy above the lowest of the compared OMol25 structures with the same formula, charge and spin numbers, same order: 3.996 0.277 (eV).